A structure of composition C28H85F2N8O15PbS2, computed with wB97M-V/def2-TZVPD.

Geometry as ORCA input:
```
! wB97M-V def2-TZVPD RIJCOSX def2/J DEFGRID3
* xyz 2 2
Pb 1.065 1.966 -3.663
N 0.671 1.542 -1.294
S -0.566 1.909 -0.487
O -0.305 3.009 0.425
O -1.593 0.915 -0.158
F -1.312 2.587 -1.811
S 1.168 0.277 -0.169
O 0.836 -1.047 -0.602
O 1.111 0.545 1.263
F 2.753 0.334 -0.513
O -0.182 4.181 -3.736
H -0.709 4.744 -4.303
H 0.263 4.786 -3.142
O 0.177 -0.618 -3.590
H 0.525 -1.276 -2.989
H -0.373 -1.113 -4.197
O 2.645 3.201 -2.104
H 2.886 3.937 -1.541
H 1.981 2.725 -1.605
O 3.023 0.386 -3.384
H 3.796 0.283 -2.829
H 3.317 0.124 -4.256
C -4.655 0.016 1.785
C -4.579 -1.353 0.936
C -5.154 -1.262 -0.547
O -5.018 -2.534 -1.042
C -5.396 -2.746 -2.360
N -3.138 -1.623 0.933
H -4.118 0.821 1.284
H -4.043 -0.041 2.685
H -5.696 0.319 1.898
H -5.236 -2.085 1.407
H -4.389 -0.607 -0.963
H -6.176 -0.899 -0.657
H -4.959 -2.054 -3.080
H -6.473 -2.742 -2.530
H -4.975 -3.735 -2.543
H -3.059 -2.352 0.238
H -2.677 -0.786 0.607
C -3.334 1.038 -4.033
C -2.581 1.624 -5.205
C -2.868 3.103 -5.577
O -2.288 3.404 -6.811
C -2.416 4.806 -7.246
N -1.119 1.560 -5.028
H -4.403 1.060 -4.242
H -3.260 1.667 -3.146
H -3.057 0.038 -3.697
H -2.968 1.131 -6.096
H -2.617 3.844 -4.818
H -3.947 3.164 -5.717
H -2.108 5.411 -6.393
H -3.398 5.083 -7.630
H -1.752 5.191 -8.019
H -0.834 2.206 -5.751
H -0.917 0.650 -5.416
C 0.276 8.286 0.573
C 0.165 7.081 1.424
C -1.136 6.952 2.233
O -1.168 5.875 3.064
C 0.047 5.561 3.762
N 0.380 5.938 0.566
H -0.437 8.234 -0.250
H 1.306 8.364 0.225
H -0.019 9.180 1.124
H 1.015 7.224 2.090
H -1.984 6.693 1.599
H -1.370 7.887 2.742
H 0.429 6.488 4.189
H 0.785 5.140 3.078
H -0.111 4.966 4.661
H 1.375 5.771 0.544
H -0.023 5.111 0.983
C 3.752 -0.820 3.584
C 5.064 -1.284 3.011
C 5.286 -2.807 3.110
O 6.494 -3.184 2.497
C 7.088 -4.410 2.870
N 5.108 -0.908 1.629
H 3.748 0.261 3.441
H 3.617 -0.995 4.651
H 2.895 -1.350 3.169
H 5.843 -0.742 3.547
H 4.462 -3.353 2.651
H 5.321 -3.012 4.180
H 6.458 -5.222 2.507
H 7.270 -4.550 3.935
H 8.060 -4.366 2.380
H 5.952 -1.198 1.156
H 4.275 -1.317 1.229
C -1.493 1.704 3.411
C -1.095 1.569 4.870
C 0.410 1.743 5.075
O 0.736 1.611 6.507
C 2.144 1.935 6.872
N -1.854 2.522 5.691
H -1.185 2.687 3.056
H -2.583 1.671 3.411
H -1.097 0.864 2.841
H -1.368 0.582 5.243
H 0.820 2.686 4.713
H 0.875 0.895 4.572
H 2.599 2.646 6.182
H 2.698 1.068 6.510
H 2.224 2.267 7.907
H -1.416 2.731 6.577
H -2.746 2.087 5.881
C -0.635 -4.416 -1.793
C -0.432 -4.084 -3.267
C 1.042 -4.153 -3.793
O 1.184 -3.607 -5.097
C 2.156 -4.234 -5.925
N -1.234 -4.946 -4.126
H -1.662 -4.400 -1.430
H -0.106 -3.694 -1.171
H -0.195 -5.397 -1.615
H -0.835 -3.079 -3.394
H 1.189 -5.232 -3.822
H 1.744 -3.659 -3.121
H 2.085 -3.920 -6.967
H 2.204 -5.316 -5.808
H 3.183 -3.961 -5.684
H -0.972 -4.828 -5.094
H -0.967 -5.871 -3.820
C 0.653 -3.136 2.472
C -0.242 -4.328 2.369
C 0.508 -5.692 2.204
O 1.211 -5.850 0.922
C 1.547 -7.221 0.687
N -0.963 -4.294 3.663
H 0.080 -2.234 2.690
H 1.045 -3.126 1.455
H 1.499 -3.267 3.147
H -0.855 -4.084 1.502
H -0.330 -6.386 2.256
H 1.133 -5.959 3.056
H 2.283 -7.489 -0.071
H 0.562 -7.614 0.437
H 1.860 -7.753 1.586
H -1.388 -3.401 3.867
H -1.808 -4.846 3.671
*
```

Summary:
**Highest occupied orbital energy (alpha / beta)**: -12.500 / -12.499 eV
**Lowest unoccupied orbital energy (alpha / beta)**: -5.6 / -10.1 eV
**Largest force on an atom**: 0.180 Eh/bohr
**Energy**: -105376.7926 eV

Results of the Mulliken charge analysis, in e, for atoms 1 through 99:
1. Pb 1.27
2. N -0.23
3. S 0.51
4. O -0.54
5. O -0.24
6. F -0.33
7. S 0.37
8. O -0.41
9. O -0.23
10. F -0.33
11. O -0.29
12. H 0.17
13. H 0.27
14. O 0.06
15. H -0.01
16. H 0.27
17. O -0.59
18. H 0.34
19. H 0.66
20. O -0.40
21. H 0.22
22. H 0.26
23. C -1.24
24. C 0.07
25. C -0.14
26. O -0.28
27. C -0.69
28. N -0.35
29. H 0.22
30. H 0.28
31. H 0.49
32. H 0.35
33. H -0.17
34. H 0.54
35. H 0.20
36. H 0.30
37. H 0.27
38. H 0.20
39. H 0.10
40. C -1.12
41. C 0.15
42. C -1.07
43. O -0.35
44. C -0.73
45. N -0.19
46. H 0.50
47. H 0.23
48. H 0.14
49. H 0.23
50. H 0.38
51. H 0.50
52. H 0.26
53. H 0.31
54. H 0.30
55. H 0.43
56. H 0.13
57. C -1.68
58. C 0.85
59. C -0.86
60. O -0.34
61. C -0.64
62. N -0.39
63. H 0.32
64. H 0.37
65. H 0.41
66. H 0.20
67. H 0.33
68. H 0.36
69. H 0.46
70. H 0.25
71. H 0.10
72. H 0.26
73. H 0.13
74. C -0.88
75. C 0.20
76. C -0.57
77. O -0.32
78. C -0.74
79. N -0.54
80. H 0.30
81. H 0.46
82. H -0.11
83. H 0.28
84. H 0.26
85. H 0.40
86. H 0.29
87. H 0.31
88. H 0.25
89. H 0.33
90. H 0.10
91. C -0.46
92. C 0.35
93. C -0.25
94. O -0.06
95. C -0.51
96. N -0.64
97. H -0.10
98. H 0.12
99. H 0.16